# 1
{"formula": "C4H7NO2", "method": "ωB97M-V with the def2-TZVPD basis set", "e_homo_ev": -9.44, "e_above_lowest_kcal_mol": 64.00, "charge": 0, "smiles": "NC(=O)C[C@H]1CO1", "spin_multiplicity": 1, "lumo_ev": 0.9, "species": ["N", "C", "O", "C", "C", "C", "O", "H", "H", "H", "H", "H", "H", "H"], "positions_angstrom": [[-2.2206, -0.9702, 0.1109], [-1.2571, -0.0275, 0.2687], [-0.8430, 0.2285, 1.3877], [-0.5232, 0.6037, -0.8733], [0.9623, 0.7525, -0.1504], [1.8391, -0.0550, 0.7667], [2.0224, -0.0153, -0.6450], [-2.4404, -1.4532, 0.9686], [-2.7969, -1.1080, -0.6995], [-0.8426, 1.6454, -1.0243], [-0.7364, 0.1267, -1.8646], [1.1177, 1.8247, -0.0072], [1.5492, -0.9949, 1.2429], [2.6799, 0.4248, 1.3053]], "atomic_forces_ev_per_a": [[-0.07, -0.14, -0.01], [0.00, -0.02, 0.79], [-1.00, -0.14, 0.50], [0.84, 0.05, 0.84], [-0.24, 0.32, -1.06], [-0.42, -0.05, -0.24], [0.56, -0.01, -0.61], [-0.34, 0.11, -0.15], [0.25, 0.02, -0.10], [-0.04, -0.28, 0.34], [1.14, -0.05, 0.89], [0.38, -0.11, -0.43], [-0.25, 0.16, -0.55], [-0.81, 0.13, -0.20]]}

---

# 2
{"formula": "C4H7NO2", "method": "ωB97M-V with the def2-TZVPD basis set", "e_homo_ev": -10.01, "e_above_lowest_kcal_mol": 10.80, "charge": 0, "smiles": "C[C@@H](C=O)C(N)=O", "spin_multiplicity": 1, "lumo_ev": 0.7, "species": ["C", "C", "C", "O", "C", "O", "N", "H", "H", "H", "H", "H", "H", "H"], "positions_angstrom": [[0.9761, 1.0800, 0.6006], [0.4142, -0.1778, -0.0604], [0.7238, -1.4185, 0.7682], [1.5431, -1.4460, 1.6515], [-1.1002, -0.0854, -0.2060], [-1.8287, -0.2277, 0.7608], [-1.5732, 0.1557, -1.4592], [0.4746, 1.2431, 1.5588], [2.0451, 0.9592, 0.7914], [0.8215, 1.9597, -0.0321], [0.8817, -0.3375, -1.0446], [0.1560, -2.3291, 0.4875], [-0.9668, 0.3383, -2.2409], [-2.5672, 0.2860, -1.5756]], "atomic_forces_ev_per_a": [[-0.01, 0.10, 0.02], [0.06, 0.02, 0.06], [0.30, -0.08, 0.26], [-0.38, 0.02, -0.42], [-0.10, -0.05, 0.14], [0.21, 0.05, -0.36], [-0.09, 0.03, 0.01], [0.09, -0.02, -0.14], [-0.16, 0.02, -0.03], [0.02, -0.13, 0.08], [-0.07, 0.00, 0.13], [0.04, 0.08, 0.05], [-0.05, -0.04, 0.16], [0.14, -0.01, 0.03]]}

---

# 3
{"formula": "C4H7NO2", "method": "ωB97M-V with the def2-TZVPD basis set", "e_homo_ev": [-8.12, -7.82], "e_above_lowest_kcal_mol": 209.54, "charge": 0, "spin_multiplicity": 1, "lumo_ev": [0.9, 0.1], "species": ["C", "C", "C", "C", "N", "O", "O", "H", "H", "H", "H", "H", "H", "H"], "positions_angstrom": [[-1.2664, -1.4830, 0.0542], [-1.9803, -0.4695, -0.1965], [-0.0338, -1.3732, 1.0930], [0.8844, 1.7533, -0.6874], [-0.1906, 0.8916, 1.1965], [0.5762, -0.1125, 0.8759], [0.0869, 1.9742, 0.4153], [-1.4595, -2.5029, 0.1591], [-2.1003, 0.5587, -0.3831], [-0.4155, -1.4850, 2.1253], [0.7622, -2.0768, 0.8083], [0.7941, 2.8064, -1.1984], [0.6301, 0.7628, -1.1735], [1.9478, 1.6554, -0.2353]], "atomic_forces_ev_per_a": [[2.15, 0.01, 3.20], [-0.80, 0.33, -1.16], [-0.17, 0.86, -1.33], [2.54, 1.04, -0.28], [-2.07, 1.03, 1.02], [1.82, -1.26, -0.29], [-1.22, -0.09, 1.27], [-1.14, -1.76, -1.00], [-0.18, 0.69, 0.10], [0.27, 0.00, -0.51], [-0.42, 0.02, 0.44], [0.28, -2.57, 0.13], [0.16, 1.61, -0.21], [-1.22, 0.08, -1.40]]}

---

# 4
{"formula": "C4H7NO2", "method": "ωB97M-V with the def2-TZVPD basis set", "e_homo_ev": -9.79, "e_above_lowest_kcal_mol": 81.44, "charge": 0, "spin_multiplicity": 1, "lumo_ev": 0.7, "species": ["N", "C", "O", "C", "C", "C", "O", "H", "H", "H", "H", "H", "H", "H"], "positions_angstrom": [[-0.9366, 1.9617, 1.4632], [-0.0894, 0.9724, 1.0632], [1.0054, 0.8600, 1.5737], [-0.3544, 0.3106, -0.2103], [0.7855, -0.2982, -0.8586], [0.9846, -1.7165, -0.9710], [0.5201, -0.9669, -2.0747], [-1.1069, 2.2819, 2.3987], [-1.7554, 2.0725, 0.8941], [-1.0821, 0.6560, -0.9439], [-1.3073, -0.1744, 0.6363], [1.6889, 0.2973, -0.8549], [0.2203, -2.3557, -0.5412], [1.9923, -2.1103, -1.0294]], "atomic_forces_ev_per_a": [[-1.82, 0.32, -0.39], [2.69, 3.49, -0.64], [0.24, -1.13, 1.02], [-4.83, -0.72, 2.59], [0.78, -0.59, 0.12], [-0.11, -1.09, 0.29], [0.03, 0.10, -0.63], [0.73, -0.32, 0.32], [-0.27, 0.05, -0.12], [0.18, 0.87, 0.23], [2.26, -1.10, -2.79], [-0.04, 0.34, 0.05], [0.18, -0.16, 0.07], [-0.03, -0.08, -0.12]]}

---

# 5
{"formula": "C4H7NO2", "method": "ωB97M-V with the def2-TZVPD basis set", "e_homo_ev": -7.89, "e_above_lowest_kcal_mol": 33.08, "charge": 0, "spin_multiplicity": 1, "lumo_ev": 1.0, "species": ["C", "C", "C", "O", "C", "O", "N", "H", "H", "H", "H", "H", "H", "H"], "positions_angstrom": [[0.1240, 1.1915, 1.2017], [0.1465, 0.6550, -0.2031], [2.3544, -1.1136, -0.7412], [3.0867, -0.8697, 0.0918], [-0.6577, -0.3353, -0.6285], [-0.4937, -0.9925, -1.8120], [-1.7158, -0.8654, 0.0998], [-0.2200, 0.4198, 1.9026], [1.1331, 1.4867, 1.5135], [-0.5194, 2.0732, 1.3342], [0.8406, 1.0869, -0.9211], [0.4605, -1.0411, -1.9805], [-2.2738, -0.1733, 0.5812], [-2.2656, -1.5224, -0.4382]], "atomic_forces_ev_per_a": [[-0.05, 0.02, 0.06], [-0.15, -0.08, -0.12], [0.98, 0.23, 0.96], [-0.81, -0.33, -0.95], [0.13, 0.24, 0.23], [0.13, 0.06, -0.03], [0.00, 0.07, -0.09], [0.04, 0.15, -0.10], [-0.17, -0.04, -0.05], [0.09, -0.13, -0.06], [-0.10, -0.15, 0.14], [-0.21, 0.02, -0.05], [0.05, -0.17, -0.06], [0.06, 0.11, 0.13]]}

---

# 6
{"formula": "C4H7NO2", "method": "ωB97M-V with the def2-TZVPD basis set", "e_homo_ev": -9.72, "e_above_lowest_kcal_mol": 37.57, "charge": 0, "smiles": "[H]/N=C(\\C)OCC=O", "spin_multiplicity": 1, "lumo_ev": 0.8, "species": ["C", "C", "N", "O", "C", "C", "O", "H", "H", "H", "H", "H", "H", "H"], "positions_angstrom": [[-2.2105, -0.1770, -0.2122], [-0.7816, 0.0840, 0.0656], [-0.1712, 1.1866, 0.0425], [-0.0445, -0.9911, 0.3380], [1.3772, -0.6651, 0.5463], [2.1457, 0.2479, -0.3715], [3.1278, 0.8313, 0.0176], [-2.6564, -0.5950, 0.6765], [-2.7573, 0.7132, -0.5002], [-2.3215, -0.8993, -1.0084], [-0.8126, 1.9120, -0.1998], [1.4796, -0.2907, 1.5518], [1.8067, -1.6474, 0.4614], [1.8186, 0.2905, -1.4076]], "atomic_forces_ev_per_a": [[-0.28, -0.23, 0.03], [0.66, 0.49, -0.20], [-0.12, 0.56, -0.01], [0.93, -0.22, -0.48], [-0.90, -0.81, 0.58], [-0.08, 0.42, 0.16], [-0.38, -0.39, -0.13], [-0.31, -0.21, 0.28], [0.12, 0.21, 0.09], [0.06, -0.31, -0.18], [-0.31, 0.77, -0.13], [0.16, 0.12, 0.34], [0.49, -0.44, 0.15], [-0.06, 0.02, -0.52]]}